C38H90AsBr6F6N4O20P4 | ωB97M-V/def2-TZVPD

Geometry (Å):
As: -1.3501 0.8096 0.6741
F: -2.6255 -0.2677 0.0018
F: -2.2059 2.2584 0.0940
F: -0.1525 1.9314 1.3626
F: -0.4623 -0.6807 1.2670
F: -0.4443 0.8338 -0.9131
F: -2.2418 0.9074 2.2427
C: -9.7030 -2.8401 -0.9705
O: -10.8311 -3.1070 -1.3756
N: -9.3415 -3.1589 0.2447
C: -7.9729 -2.9029 0.6887
C: -10.2064 -3.8032 1.2869
H: -8.9646 -2.3492 -1.6232
H: -7.4113 -2.4148 -0.1078
H: -7.4751 -3.8015 1.0532
H: -8.0802 -2.1684 1.4868
H: -10.0971 -3.3353 2.2653
H: -11.2801 -3.6627 1.1623
H: -10.0210 -4.8773 1.2852
C: -2.0999 7.0503 3.1810
O: -2.6959 7.0691 4.2710
N: -0.9501 7.6744 2.8357
C: -0.4083 7.6230 1.5571
C: -0.2006 8.5708 3.7205
H: -2.5820 6.5594 2.3214
H: -0.3742 8.6584 1.2181
H: -0.8987 6.9555 0.8486
H: 0.6413 7.3308 1.5893
H: 0.7919 8.1989 3.9753
H: -0.1697 9.5979 3.3570
H: -0.6631 8.5349 4.7069
C: -4.3084 3.3839 8.9444
O: -5.2035 4.0086 9.6026
N: -3.8775 2.1442 9.2306
C: -3.3016 1.3836 8.1477
C: -4.5816 1.4127 10.3253
H: -3.8246 3.7725 8.0349
H: -2.3338 1.0677 8.5370
H: -3.1283 1.8431 7.1745
H: -3.9345 0.5410 7.8692
H: -4.1212 0.4777 10.6447
H: -4.5489 1.8737 11.3125
H: -5.5426 1.0393 9.9715
C: -0.8383 -6.1364 1.9434
O: -0.2739 -6.5268 2.9313
N: -0.8599 -6.8937 0.8065
C: -1.4447 -6.3200 -0.4547
C: -0.1592 -8.1323 0.7270
H: -1.3722 -5.1815 1.8189
H: -0.6523 -5.9312 -1.0944
H: -2.1134 -5.4654 -0.3516
H: -1.8572 -7.1518 -1.0257
H: 0.6834 -7.9964 0.0490
H: 0.3538 -8.4829 1.6225
H: -0.7274 -8.9796 0.3432
C: -1.6879 4.1064 -5.4399
Br: -3.3465 3.9923 -6.6401
Br: -1.9941 5.7151 -4.2448
Br: 0.0355 4.3085 -6.3921
H: -1.5905 3.2637 -4.7553
C: -7.3838 3.4485 -2.0106
Br: -8.3425 2.8444 -3.6418
Br: -7.7730 2.3141 -0.3937
Br: -7.6874 5.3724 -1.6053
H: -6.3586 3.2083 -2.2923
C: 10.5156 -1.6510 3.3623
C: 10.8162 -0.6041 2.3062
O: 9.6653 0.1916 2.0516
P: 8.7922 -0.0766 0.7219
O: 8.8874 -1.4944 0.1982
O: 9.2627 1.1854 -0.2781
C: 9.5195 2.4307 0.3497
C: 11.0346 2.5228 0.3764
O: 7.2816 0.3527 1.1333
C: 6.2632 0.2950 0.2025
C: 6.1048 1.6391 -0.6244
H: 9.8458 -1.3643 4.1730
H: 9.9237 -2.3620 2.7860
H: 11.4360 -2.2120 3.5244
H: 11.5950 0.0487 2.7005
H: 11.1800 -1.1948 1.4655
H: 9.0655 3.1559 -0.3255
H: 9.0079 2.6504 1.2868
H: 11.3844 1.9727 1.2500
H: 11.5296 2.2056 -0.5415
H: 11.1885 3.5963 0.4860
H: 6.5119 -0.3788 -0.6174
H: 5.2686 0.1820 0.6337
H: 5.2123 1.5329 -1.2412
H: 6.1486 2.4965 0.0472
H: 7.0091 1.8569 -1.1927
C: 1.7684 3.3178 7.7267
C: 1.7132 3.7654 9.1547
O: 1.0241 2.9859 10.1182
P: 1.7899 2.5022 11.4726
O: 0.9754 1.5210 12.2382
O: 3.2457 1.9691 10.9624
C: 3.4633 0.6273 10.6334
C: 3.7781 -0.2430 11.9074
O: 2.0574 3.8305 12.2117
C: 1.1789 4.3159 13.1746
C: -0.1280 4.8795 12.5668
H: 0.7986 3.2037 7.2424
H: 2.2448 4.0372 7.0607
H: 2.1527 2.3100 7.5695
H: 2.7274 4.0693 9.4140
H: 1.2481 4.7503 9.1970
H: 2.7676 0.1435 9.9477
H: 4.3590 0.7206 10.0193
H: 4.3055 -1.1405 11.5844
H: 4.4742 0.2369 12.5954
H: 2.9300 -0.3444 12.5846
H: 0.9845 3.5203 13.8938
H: 1.7760 5.0855 13.6640
H: -0.6485 4.0577 12.0749
H: -0.8045 5.1673 13.3715
H: 0.0087 5.7086 11.8726
C: -9.6129 -3.9721 -8.7889
C: -9.1269 -3.1866 -7.5253
O: -8.8916 -1.8474 -7.8816
P: -7.5374 -1.4819 -8.7005
O: -6.9202 -2.6082 -9.4047
O: -7.9900 -0.2896 -9.6944
C: -9.0397 -0.5480 -10.6783
C: -9.6114 0.7347 -11.2504
O: -6.4750 -0.7984 -7.6010
C: -5.8071 -1.4774 -6.5721
C: -4.3717 -1.9470 -6.9914
H: -10.2805 -3.3544 -9.3897
H: -8.7995 -4.3435 -9.4122
H: -10.2314 -4.8008 -8.4441
H: -9.8815 -3.1906 -6.7388
H: -8.2382 -3.6302 -7.0763
H: -8.6586 -1.2727 -11.3979
H: -9.8288 -1.0648 -10.1322
H: -9.9593 1.3844 -10.4473
H: -8.9405 1.3288 -11.8709
H: -10.5125 0.4124 -11.7722
H: -5.7552 -0.9566 -5.6160
H: -6.4823 -2.3237 -6.4461
H: -4.2921 -2.5904 -7.8676
H: -3.7046 -1.1285 -7.2620
H: -3.9050 -2.5000 -6.1763
C: 3.8344 -1.5015 -6.4155
C: 5.0843 -2.3411 -6.6403
O: 5.6734 -1.8968 -7.8421
P: 6.5180 -3.0781 -8.5791
O: 7.2070 -2.6557 -9.7831
O: 5.3988 -4.2282 -8.8202
C: 4.3562 -3.9922 -9.7704
C: 4.0015 -5.2769 -10.5188
O: 7.4493 -3.7940 -7.4768
C: 8.8566 -3.5180 -7.4016
C: 9.1221 -2.3730 -6.3341
H: 3.2782 -1.5389 -5.4789
H: 4.0437 -0.4419 -6.5623
H: 3.1434 -1.7844 -7.2096
H: 5.7625 -2.2616 -5.7906
H: 4.7317 -3.3714 -6.6875
H: 3.4934 -3.6255 -9.2144
H: 4.7120 -3.2756 -10.5108
H: 4.9568 -5.5335 -10.9768
H: 3.8517 -6.1327 -9.8607
H: 3.1450 -5.2583 -11.1927
H: 9.2928 -4.4557 -7.0575
H: 9.3343 -3.3927 -8.3733
H: 8.9515 -2.6844 -5.3035
H: 10.1647 -2.0654 -6.4150
H: 8.4227 -1.5626 -6.5396

The gap between HOMO and LUMO is 8.57 eV. The value obtained for the molar mass is 1715.4 g mol⁻¹. The calculation puts the lowest unoccupied orbital energy at 0.889 eV. Its net charge is -1.



C38H91Br6N3O3 | ωB97M-V/def2-TZVPD

Geometry (Å):
C: -27.6178 7.8057 -21.1770
Br: -26.3728 9.0886 -21.9154
Br: -27.6208 6.1359 -22.1314
Br: -29.4242 8.5748 -21.3375
H: -27.4162 7.6269 -20.1296
C: -26.7475 -1.3366 -27.6603
Br: -28.5420 -0.8466 -28.2791
Br: -26.7932 -2.0589 -25.8255
Br: -25.6359 0.3060 -27.7164
H: -26.3036 -2.0992 -28.2825
C: -25.3479 6.4199 -18.2162
C: -25.0887 7.8588 -17.7648
C: -25.3636 8.1578 -16.2829
C: -24.3726 9.2200 -15.7955
C: -24.4444 9.3710 -14.2635
C: -23.6467 10.5758 -13.7761
H: -26.3737 6.0838 -18.4113
H: -25.0125 5.7391 -17.4320
H: -24.8685 6.2375 -19.1802
H: -24.0402 8.0382 -18.0061
H: -25.6728 8.5887 -18.3337
H: -25.2934 7.2726 -15.6485
H: -26.3533 8.6071 -16.1879
H: -23.3343 9.0833 -16.1074
H: -24.6026 10.1918 -16.2494
H: -25.4735 9.3970 -13.9116
H: -23.9108 8.5287 -13.8132
H: -23.6932 10.7114 -12.6846
H: -22.5845 10.5949 -14.0114
H: -24.1117 11.5442 -14.0041
C: -21.1119 -0.9873 -25.6718
C: -21.7760 0.3952 -25.7373
C: -21.0767 1.4428 -24.8985
C: -21.7974 2.7810 -24.8133
C: -21.0787 3.9260 -24.0927
C: -20.9117 3.7217 -22.6052
H: -20.0938 -0.9476 -26.0558
H: -21.6759 -1.6872 -26.2933
H: -21.1425 -1.4275 -24.6731
H: -21.7617 0.6396 -26.8106
H: -22.8647 0.3770 -25.6166
H: -20.0395 1.4929 -25.2463
H: -20.9732 1.0228 -23.8887
H: -21.9192 3.1121 -25.8536
H: -22.8240 2.7201 -24.4364
H: -20.0712 3.9368 -24.5324
H: -21.5310 4.8708 -24.3980
H: -21.8308 4.0072 -22.0716
H: -20.9020 2.6563 -22.3651
H: -20.1100 4.3195 -22.1781
C: -29.9996 3.4488 -17.9001
C: -29.1992 2.8051 -16.7515
C: -28.7409 1.4020 -17.0962
C: -27.3109 1.3487 -17.6288
C: -26.9403 0.0122 -18.3543
C: -26.3138 -1.0627 -17.4989
H: -30.3468 4.4586 -17.6941
H: -30.8486 2.7762 -18.0528
H: -29.4706 3.4413 -18.8564
H: -28.3583 3.4175 -16.4173
H: -29.8978 2.8155 -15.9096
H: -29.4242 0.9012 -17.7881
H: -28.6920 0.7456 -16.2192
H: -27.1114 2.1831 -18.3120
H: -26.5696 1.5100 -16.8373
H: -27.9108 -0.2586 -18.7863
H: -26.3452 0.2567 -19.2369
H: -26.2776 -1.9728 -18.1059
H: -25.2617 -0.7976 -17.3744
H: -26.8504 -1.2734 -16.5782
C: -20.9885 5.4177 -27.5432
C: -22.3065 6.0845 -27.1248
C: -22.2399 7.5317 -26.6459
C: -21.7758 7.7109 -25.2006
C: -22.7633 7.1496 -24.1796
C: -22.2708 7.0752 -22.7342
H: -21.2176 4.4257 -27.9577
H: -20.2963 5.1174 -26.7505
H: -20.4624 5.8718 -28.3825
H: -22.7635 6.0720 -28.1238
H: -22.9533 5.4054 -26.5716
H: -23.2568 7.9404 -26.6807
H: -21.6643 8.2198 -27.2671
H: -20.7754 7.2924 -25.0585
H: -21.7539 8.7726 -24.9319
H: -23.6775 7.7510 -24.1577
H: -23.0533 6.1309 -24.4611
H: -21.3713 6.4610 -22.6928
H: -22.2118 8.0618 -22.2708
H: -23.0459 6.5873 -22.1342
C: -30.6622 3.2578 -21.6381
C: -30.0962 1.9326 -22.1916
C: -29.3256 2.1972 -23.4766
O: -30.1307 2.8956 -24.3798
C: -29.5580 2.9374 -25.6659
N: -29.3095 1.2306 -21.1866
H: -31.2510 3.0653 -20.7384
H: -31.3436 3.7334 -22.3443
H: -29.8475 3.9460 -21.4014
H: -31.0505 1.4789 -22.4794
H: -28.9542 1.2237 -23.8332
H: -28.3532 2.6412 -23.2099
H: -28.5636 3.4020 -25.6328
H: -30.1996 3.5849 -26.2640
H: -29.4603 1.9478 -26.1261
H: -28.6065 1.8886 -20.8491
H: -29.8970 1.0679 -20.3753
C: -24.4982 4.0710 -22.0309
C: -25.5556 2.9972 -22.2113
C: -25.0476 1.8047 -23.0189
O: -24.7557 2.0359 -24.3894
C: -25.7235 2.7623 -25.0862
N: -25.9956 2.6273 -20.8743
H: -23.5986 3.5859 -21.6313
H: -24.8275 4.7832 -21.2745
H: -24.2662 4.5453 -22.9861
H: -26.3670 3.5446 -22.7100
H: -25.8929 1.0971 -23.0241
H: -24.1845 1.3572 -22.5296
H: -25.6692 2.5178 -26.1509
H: -25.5175 3.8406 -25.0859
H: -26.7433 2.5018 -24.7933
H: -26.4707 1.7316 -21.0092
H: -25.2672 2.4852 -20.1792
C: -22.8601 0.3828 -19.4863
C: -22.1392 1.1267 -18.3213
C: -23.1706 2.0548 -17.6645
O: -23.5799 3.0854 -18.5470
C: -22.6320 4.0876 -18.7918
N: -21.5865 0.2192 -17.2968
H: -23.9303 0.3226 -19.2804
H: -22.5727 -0.6586 -19.6591
H: -22.6389 0.8911 -20.4269
H: -21.3067 1.7004 -18.7326
H: -22.7317 2.5642 -16.8002
H: -24.0478 1.4663 -17.3973
H: -21.7341 3.7411 -19.3186
H: -22.2230 4.5602 -17.8898
H: -23.1281 4.8286 -19.4115
H: -22.4166 -0.2674 -16.9609
H: -20.9727 -0.4334 -17.7677

The gap between HOMO and LUMO is 8.88 eV. The value obtained for the molar mass is 1117.6 g mol⁻¹. The calculation puts the lowest unoccupied orbital energy at -0.336 eV.



C38H92F6O14Zn | ωB97M-V/def2-TZVPD

Geometry (Å):
Zn: 5.1587 -0.4557 0.9584
C: 4.0323 1.1041 3.1972
O: 3.5294 -0.2020 3.5131
O: 4.8619 1.0244 2.1904
C: 2.8501 1.9903 2.9607
F: 2.1903 2.2114 4.1432
F: 3.2273 3.2090 2.5117
F: 1.9785 1.4437 2.0898
C: 3.1620 -0.4075 4.8553
C: 2.6670 -1.8092 5.0252
H: 2.5619 -2.0243 6.0924
H: 1.6551 -1.8882 4.6200
H: 3.3199 -2.5597 4.5829
H: 2.3186 0.2445 5.1082
H: 3.9893 -0.1566 5.5219
H: 4.5800 1.5251 4.0638
C: 7.2894 -1.8331 1.5763
O: 6.1729 -2.3061 0.8020
O: 7.2459 -0.5331 1.3456
C: 7.1561 -2.3592 2.9753
F: 7.3620 -3.6880 2.9867
F: 8.0667 -1.8049 3.7956
F: 5.9285 -2.1078 3.5133
C: 6.2781 -3.5608 0.1742
C: 4.9116 -3.9301 -0.3526
H: 4.9077 -4.7887 -1.0133
H: 4.2006 -3.9978 0.4652
H: 4.5993 -3.0720 -0.9688
H: 6.6348 -4.3609 0.8181
H: 6.9393 -3.4554 -0.6905
H: 8.2284 -2.2379 1.1493
C: 5.8491 3.9498 -0.0368
C: 7.1004 3.7843 0.7849
C: 7.1130 4.7298 1.9840
O: 7.2701 2.4414 1.2656
H: 5.7445 4.9843 -0.3741
H: 4.9793 3.6262 0.5415
H: 5.9018 3.3490 -0.9491
H: 7.9794 3.9737 0.1585
H: 7.0826 5.7826 1.6534
H: 8.0026 4.6764 2.6093
H: 6.2179 4.5811 2.6028
H: 6.4141 2.2700 1.7181
C: 5.4942 1.0255 10.0665
C: 5.2576 2.4257 10.6156
C: 6.5266 3.2442 10.5560
O: 4.2989 3.0736 9.7730
H: 4.5337 0.5107 9.9585
H: 6.1016 0.4476 10.7600
H: 5.9125 1.0889 9.0613
H: 4.8575 2.3382 11.6303
H: 7.3565 2.7888 11.1026
H: 6.3349 4.1923 11.0672
H: 6.8535 3.4059 9.5313
H: 3.4289 3.0822 10.2128
C: 5.0586 5.2277 6.0103
C: 4.3623 5.8187 7.2482
C: 2.8815 5.5572 7.2115
O: 4.9371 5.3427 8.4607
H: 6.1127 5.5022 6.0427
H: 4.5976 5.6782 5.1213
H: 4.9590 4.1486 5.8855
H: 4.5960 6.8847 7.2972
H: 2.3498 5.9395 8.0936
H: 2.6591 4.4811 7.2250
H: 2.3334 5.9451 6.3466
H: 4.7085 4.4137 8.7288
C: -0.4330 3.1425 -0.5657
C: 0.7604 3.8420 -1.1115
C: 2.0469 3.3654 -0.4815
O: 0.7732 3.6799 -2.5502
H: -1.3342 3.3934 -1.1267
H: -0.6270 3.3464 0.4903
H: -0.3217 2.0527 -0.6718
H: 0.6757 4.9213 -0.9661
H: 2.9340 3.9145 -0.7717
H: 2.2200 2.2906 -0.6438
H: 1.8848 3.3948 0.6018
H: 0.6168 2.7536 -2.7643
C: -0.0243 -6.1516 5.2598
C: 0.9409 -5.0646 5.6102
C: 0.8539 -4.7228 7.0816
O: 2.2653 -5.5606 5.3075
H: 0.1485 -6.5707 4.2694
H: -1.0588 -5.7771 5.2462
H: -0.0487 -6.9453 6.0082
H: 0.7282 -4.1461 5.0421
H: -0.0032 -4.0561 7.2489
H: 1.7457 -4.1878 7.4266
H: 0.7306 -5.5745 7.7533
H: 2.9093 -5.1089 5.8838
C: 1.7095 -3.1807 1.8200
C: 2.2172 -2.0827 0.8837
C: 1.1817 -0.9476 0.7813
O: 3.4595 -1.4954 1.4664
H: 1.2795 -2.7382 2.7228
H: 2.4894 -3.8797 2.1311
H: 0.9486 -3.7870 1.3238
H: 2.3952 -2.4780 -0.1156
H: 0.8914 -0.5952 1.7671
H: 0.2864 -1.3798 0.3097
H: 1.5368 -0.1414 0.1452
H: 3.3168 -1.2633 2.4241
C: 0.1521 3.1475 9.4209
C: 0.6343 2.4502 10.6936
C: 1.2599 1.1330 10.3222
O: 1.6204 3.3233 11.2750
H: -0.6634 2.6115 8.9425
H: 0.9915 3.1287 8.7173
H: -0.1335 4.1855 9.5807
H: -0.2014 2.2947 11.3848
H: 0.5331 0.4955 9.8102
H: 1.5646 0.5982 11.2300
H: 2.1047 1.2813 9.6535
H: 2.0009 2.8152 12.0089
C: 9.1946 0.9733 5.8165
C: 8.2044 1.4793 4.7780
C: 7.5123 2.7392 5.2694
O: 8.9265 1.8052 3.5488
H: 9.9331 0.2868 5.4005
H: 8.6907 0.4204 6.6196
H: 9.7433 1.8200 6.2448
H: 7.5379 0.6595 4.5203
H: 6.7689 2.5173 6.0443
H: 6.9734 3.1864 4.4287
H: 8.2110 3.4937 5.6376
H: 9.5062 2.5246 3.8452
C: 6.4973 -3.1715 6.7631
C: 5.6743 -4.1991 6.0229
C: 6.4909 -5.4450 5.7088
O: 4.5349 -4.6267 6.8056
H: 5.9259 -2.2401 6.7759
H: 7.3926 -2.9270 6.1937
H: 6.6673 -3.4676 7.7969
H: 5.2495 -3.8071 5.1062
H: 6.9359 -5.8722 6.5996
H: 7.2370 -5.1801 4.9515
H: 5.8403 -6.1208 5.1500
H: 4.8092 -4.9004 7.6872
C: -2.4398 2.3603 2.1441
C: -1.6198 1.1089 2.0354
C: -1.0483 0.6754 3.3704
O: -2.4045 0.0327 1.5304
H: -2.6040 2.8135 1.1619
H: -1.9555 3.1367 2.7406
H: -3.4375 2.1555 2.5442
H: -0.8401 1.3191 1.3046
H: -0.6017 1.4963 3.9415
H: -0.3340 -0.1355 3.2449
H: -1.8605 0.3426 4.0323
H: -3.0766 -0.1892 2.1819

The gap between HOMO and LUMO is 8.50 eV. The value obtained for the molar mass is 952.5 g mol⁻¹. The calculation puts the lowest unoccupied orbital energy at -0.369 eV. The energy relative to the best compared isomer or geometry (same formula, charge and spin) is 0.0 kJ/mol.